[1]
The following is a DFT calculation (wB97M-V/def2-TZVPD) of a cluster of 2 separate species, C35H34BF6NO2S in total.

Summary:
Charge: 0
Lowest unoccupied orbital energy in Ha: -0.1294
Relative energy (zero: lowest compared OMol25 entry of this formula, charge and spin) in kJ/mol: 253.9
HOMO-LUMO gap in eV: 2.53
E_HOMO in eV: -6.046

Element x y z (Å)
C  -6.456  5.682  1.380
C  -5.697  4.420  1.499
C  -5.485  3.440  0.552
C  -4.725  2.317  1.050
C  -4.335  2.491  2.355
B  -3.807  1.462  3.531
C  -2.202  1.824  3.585
C  -1.711  2.698  4.540
C  -0.358  3.039  4.521
C  0.122  4.055  5.518
F  1.454  4.318  5.401
F  -0.539  5.249  5.364
F  -0.100  3.646  6.810
C  0.507  2.488  3.594
C  -0.038  1.642  2.634
C  0.830  0.960  1.647
F  0.776  -0.394  1.930
F  0.415  1.098  0.353
F  2.136  1.345  1.693
C  -1.382  1.280  2.629
O  -4.422  1.902  4.755
C  -5.316  0.873  5.120
C  -5.278  0.830  6.642
C  -6.701  1.224  4.591
C  -4.703  -0.425  4.364
C  -3.574  -1.075  5.166
C  -5.728  -1.467  3.948
O  -4.136  0.120  3.182
S  -4.863  4.026  2.962
H  -6.850  5.765  0.366
H  -7.287  5.707  2.098
H  -5.810  6.547  1.578
H  -5.873  3.518  -0.458
H  -4.489  1.449  0.445
H  -2.371  3.146  5.277
H  1.566  2.706  3.598
H  -1.778  0.603  1.874
H  -5.900  0.016  7.024
H  -4.249  0.711  6.999
H  -5.659  1.779  7.039
H  -7.443  0.510  4.970
H  -6.993  2.225  4.929
H  -6.716  1.212  3.494
H  -3.985  -1.793  5.885
H  -2.903  -1.614  4.486
H  -2.978  -0.329  5.707
H  -6.133  -1.993  4.819
H  -6.559  -1.008  3.404
H  -5.250  -2.205  3.294
C  -0.258  -6.645  -3.477
N  0.355  -5.697  -2.559
C  1.031  -4.586  -2.937
C  1.568  -3.931  -1.790
C  2.321  -2.764  -1.801
C  3.189  -2.290  -0.744
C  2.635  -1.834  0.473
C  3.436  -1.329  1.489
C  4.820  -1.246  1.321
C  5.400  -1.752  0.150
C  4.603  -2.247  -0.875
C  1.199  -4.787  -0.648
C  1.552  -4.822  0.686
C  0.971  -5.798  1.509
C  0.054  -6.731  1.004
C  -0.251  -6.765  -0.365
C  0.377  -5.818  -1.164
H  -0.949  -7.278  -2.915
H  -0.810  -6.104  -4.256
H  0.492  -7.282  -3.978
H  1.138  -4.298  -3.985
H  2.407  -2.282  -2.790
H  1.555  -1.892  0.579
H  2.992  -0.979  2.417
H  5.433  -0.803  2.107
H  6.485  -1.738  0.036
H  5.044  -2.650  -1.789
H  2.294  -4.114  1.051
H  1.249  -5.823  2.560
H  -0.425  -7.430  1.686
H  -0.954  -7.474  -0.794

[2]
The following is a DFT calculation (wB97M-V/def2-TZVPD) of a structure of composition C3H4LuO3.

Summary:
Charge: +3
Lowest unoccupied orbital energy in Ha: -0.6166
Relative energy (zero: lowest compared OMol25 entry of this formula, charge and spin) in kJ/mol: 0.0
HOMO-LUMO gap in eV: 7.31
E_HOMO in eV: -24.094

Element x y z (Å)
H  0.657  -2.667  -2.146
O  0.183  -1.236  0.130
Lu  -0.337  -0.313  2.186
C  -0.316  -1.708  -0.927
C  0.370  -1.528  -2.221
H  -1.412  -1.821  -0.953
H  -0.362  -1.325  -3.016
H  1.361  -1.054  -2.184
O  0.016  1.623  0.954
C  0.261  1.905  -0.167
O  0.380  2.138  -1.300

[3]
The following is a DFT calculation (wB97M-V/def2-TZVPD) of a structure of composition C14H17BrN2O2RhSi.

Summary:
Charge: +1
Lowest unoccupied orbital energy (alpha / beta) in Ha: -0.2061 / -0.2060
HOMO-LUMO gap (alpha / beta) in eV: 6.60 / 6.60
E_HOMO (alpha / beta) in eV: -12.211 / -12.211

Element x y z (Å)
Rh  -0.457  -0.501  0.582
C  4.496  -2.168  3.146
C  3.123  -1.659  2.795
C  2.256  -1.158  3.775
C  0.988  -0.670  3.479
C  0.687  -0.744  2.143
Br  -2.721  -0.329  1.047
N  1.450  -1.196  1.226
C  2.682  -1.655  1.480
H  4.490  -2.663  4.116
H  5.202  -1.338  3.201
H  4.861  -2.871  2.400
H  2.583  -1.142  4.808
H  0.320  -0.271  4.227
H  3.285  -2.009  0.655
C  -1.259  -2.893  -1.426
Si  -0.688  -1.205  -1.891
C  0.995  -1.206  -2.606
C  -1.894  -0.478  -3.040
C  -1.466  -0.114  -4.326
C  -2.365  0.407  -5.242
C  -3.699  0.567  -4.895
C  -4.137  0.224  -3.622
C  -3.243  -0.301  -2.704
H  -1.247  -3.443  -2.373
H  -2.273  -2.882  -1.026
H  -0.615  -3.405  -0.707
H  1.014  -1.999  -3.362
H  1.773  -1.421  -1.873
H  1.222  -0.257  -3.088
H  -0.434  -0.245  -4.624
H  -2.022  0.690  -6.229
H  -4.403  0.945  -5.624
H  -5.173  0.365  -3.347
H  -3.600  -0.566  -1.717
O  -0.381  1.196  -1.502
N  0.036  1.900  -0.610
O  0.130  1.388  0.533

[4]
The following is a DFT calculation (wB97M-V/def2-TZVPD) of a structure of composition C13H14CoN5O2S7.

Summary:
Charge: -1
Lowest unoccupied orbital energy (alpha / beta) in Ha: 0.0836 / 0.0418
Relative energy (zero: lowest compared OMol25 entry of this formula, charge and spin) in kJ/mol: 132.7
Multiplicity: 4
HOMO-LUMO gap (alpha / beta) in eV: 5.01 / 5.70
E_HOMO (alpha / beta) in eV: -2.737 / -4.558
<S²>: 3.81

Element x y z (Å)
Co  0.404  0.235  0.774
C  2.931  4.255  -1.602
S  3.967  3.059  -0.709
C  2.739  1.923  -0.130
S  1.229  2.486  0.536
N  3.097  0.680  -0.141
N  2.182  -0.190  0.321
C  2.530  -1.475  0.444
C  1.503  -2.333  0.851
C  1.608  -3.740  0.951
C  0.515  -4.474  1.321
C  -0.691  -3.812  1.611
C  -0.732  -2.439  1.501
N  0.312  -1.701  1.133
H  3.574  5.093  -1.867
H  2.128  4.585  -0.949
H  2.530  3.794  -2.503
H  3.544  -1.790  0.231
H  2.556  -4.210  0.723
H  0.578  -5.554  1.386
H  -1.574  -4.359  1.910
H  -1.644  -1.898  1.720
S  -4.165  2.241  6.097
C  -3.089  1.774  4.949
S  -1.425  1.414  5.278
C  -0.926  1.002  3.642
C  -1.927  1.098  2.685
S  -1.757  0.785  1.031
S  -3.506  1.584  3.278
S  0.667  0.543  3.358
C  -2.618  -0.113  -4.579
O  -2.641  -0.876  -3.384
C  -1.661  -0.727  -2.454
O  -1.539  -1.530  -1.578
N  -0.838  0.357  -2.671
N  0.135  0.719  -1.707
H  -3.377  -0.548  -5.224
H  -1.645  -0.172  -5.070
H  -2.874  0.937  -4.405
H  -1.210  1.125  -3.202
H  0.056  1.701  -1.467
H  1.057  0.549  -2.091

Question: Which of these has the highest charge?
Answer: C3H4LuO3